# C4H11NOS

An isolated molecule of C4H11NOS at a distorted geometry (ωB97M-V with the def2-TZVPD basis set, OMol25).

```
18
Properties=species:S:1:pos:R:3:lowdin_charge:R:1
H -2.258 1.131 0.566 0.065
H -0.385 -1.188 1.159 0.118
S -0.830 1.512 2.344 0.717
C -0.760 -0.462 0.418 -0.283
H 0.879 -1.812 -0.754 0.106
H 2.100 -1.131 0.249 0.124
H -1.101 0.648 3.353 -0.130
C -1.696 0.424 1.187 -0.575
H -2.454 -0.177 1.691 0.076
H 2.427 0.337 -1.713 0.065
C 1.474 -0.919 -0.635 -0.219
H 0.705 0.961 0.325 0.093
H -1.287 -1.133 -0.299 0.127
C 0.392 0.160 -0.354 -0.415
O 2.426 -0.619 -1.650 -0.058
H -0.316 0.181 -2.316 0.082
H 0.761 1.243 -1.993 0.056
N -0.079 0.845 -1.578 0.053
```

As for the highest occupied orbital energy: -9.215 eV. Its charge is 0. As for the spin multiplicity: 1. For the energy above the lowest of the compared OMol25 structures with the same formula, charge and spin, the calculation gives 34.6 kcal per mole. The strongest force on any atom comes out at 2.0 eV/A.


# C5H11N2

The ion C5H11N2 with charge +1 at a distorted geometry (ωB97M-V with the def2-TZVPD basis set, OMol25).

```
18
Properties=species:S:1:pos:R:3:lowdin_charge:R:1
H -1.259 -2.956 -0.635 0.085
H -2.369 -2.402 -1.965 0.079
H 1.061 2.147 2.321 0.135
H 0.624 2.556 0.567 0.133
C 0.661 1.820 1.368 -0.114
C 1.323 0.585 0.770 -0.203
C 0.397 -1.057 -0.877 -0.156
H 0.428 0.967 -1.230 0.125
N -0.791 1.427 1.658 0.192
H 1.276 -0.240 1.491 0.124
H -1.122 0.729 0.984 0.155
H -1.425 2.228 1.706 0.174
C 0.689 0.187 -0.515 -0.126
C -1.437 -2.228 -1.439 -0.033
H -0.832 1.060 2.612 0.172
H 0.758 -1.930 -0.327 0.124
N -0.612 -1.358 -1.829 0.000
H 2.406 0.757 0.757 0.134
```

As for the highest occupied orbital energy: -13.031 eV. Its charge is +1. As for the spin multiplicity: 1. For the energy above the lowest of the compared OMol25 structures with the same formula, charge and spin, the calculation gives 42.6 kcal per mole. The strongest force on any atom comes out at 1.7 eV/A.


# C46H101F6MnN9O10P

A structure of composition C46H101F6MnN9O10P at a distorted geometry (ωB97M-V with the def2-TZVPD basis set, OMol25).

```
174
Properties=species:S:1:pos:R:3:lowdin_spin:R:1
H 3.349 -2.955 -5.098 0.000
H 1.338 1.014 -2.547 0.000
H 6.728 -2.634 -0.210 0.000
H 0.331 -7.355 -6.474 0.000
C -3.952 -4.268 0.995 0.000
H -4.290 -0.340 -5.428 0.001
H -2.133 -10.263 -8.785 0.000
O 6.761 6.819 0.628 0.000
P 0.084 -0.231 0.929 0.002
H -2.128 -4.875 -0.169 0.000
O 3.506 3.828 -0.091 0.000
H -4.839 -1.813 -4.503 0.001
H 0.159 3.464 3.039 0.000
C -3.847 -2.802 1.089 0.002
H -1.352 -7.043 -5.893 0.000
H 0.337 -2.230 3.977 0.000
C -0.364 6.335 4.449 0.000
H -1.505 6.536 0.482 0.000
H 1.428 -2.945 -1.414 0.000
H 5.459 -3.973 -0.265 0.000
C -3.307 -2.176 -0.120 0.013
H -3.054 7.003 0.013 0.000
C 1.471 -1.839 6.184 0.000
H -2.997 -6.210 0.616 0.000
C -4.558 1.081 -1.574 0.006
H 0.661 -8.340 -4.252 0.000
C -5.184 -1.537 4.750 0.000
H 1.146 -2.109 -5.955 0.000
H 0.111 -9.662 -5.902 0.000
H -3.832 0.424 1.581 0.000
H -4.364 -4.668 1.922 0.000
N 6.121 4.501 -0.927 0.000
F -1.381 -0.567 1.480 0.000
C 5.130 -2.401 1.163 0.000
H 3.625 -0.901 1.154 0.000
H -5.329 1.810 -1.324 0.001
H -0.820 11.010 0.043 0.000
H -3.144 1.676 -0.325 0.003
H 5.028 3.263 -2.207 0.000
H -4.341 3.769 2.771 0.000
H 1.016 -3.520 -5.070 0.000
H -0.106 -3.788 -1.258 0.000
F -0.545 -0.374 -0.617 0.032
C 7.769 5.915 0.243 0.000
O -4.211 -2.535 4.478 0.000
H -4.801 0.192 -0.992 0.000
C 0.786 -6.280 -4.148 0.000
H 5.634 -1.667 1.792 0.000
H 2.322 -2.319 5.701 0.000
H 1.770 -1.807 7.231 0.000
H 1.754 3.050 0.866 0.000
H 2.093 4.693 1.117 0.000
H -2.747 1.100 2.716 0.000
O -1.137 -9.148 -7.459 0.000
H 7.984 8.486 0.651 0.000
H -1.057 5.532 2.575 0.000
H -0.863 3.196 -0.914 0.000
H 1.392 -4.410 -0.504 0.000
H 1.196 2.103 -1.238 0.001
H -0.555 10.462 1.681 0.000
H -3.305 3.623 -1.341 0.001
H 1.671 -6.639 -2.128 0.000
C -3.417 3.664 2.202 0.000
F -0.273 1.401 1.005 0.000
H 3.216 -2.285 0.273 0.000
H -5.017 -0.978 5.670 0.000
N -3.135 1.507 -1.320 0.036
C -2.397 7.019 0.882 0.000
C 4.405 -1.049 -0.839 0.000
C 7.245 7.972 1.266 0.000
H 0.679 6.174 6.342 0.000
C 0.821 1.925 -2.246 0.005
C -2.684 -5.171 0.720 0.000
O -3.540 2.454 1.385 0.001
C 3.184 -0.834 -4.758 0.000
H -1.030 3.775 -2.572 0.000
H -3.394 -5.221 3.898 0.000
H -1.532 -3.594 3.323 0.000
H -5.742 0.121 -3.113 0.000
H -1.877 -2.560 4.664 0.000
H -5.232 -4.172 5.367 0.000
H 4.699 -3.064 1.914 0.000
N -3.002 6.133 1.821 0.000
C -3.196 4.858 1.195 0.000
H -6.180 -1.972 4.662 0.000
H -3.199 -1.568 -5.001 0.000
H -4.717 -4.562 0.277 0.000
H 6.276 2.424 -1.350 0.000
H 3.128 3.574 1.916 0.000
N -0.534 5.422 3.432 0.000
H -4.775 -2.262 1.274 0.000
C -4.261 -3.677 5.392 0.000
C -3.239 -4.854 4.912 0.000
O -1.709 9.229 0.471 0.000
H 2.935 -2.452 -3.467 0.000
C -1.802 -10.332 -7.749 0.000
H 2.473 -0.042 -4.522 0.000
C 5.522 3.202 -1.236 0.000
H -5.284 -0.850 3.910 0.000
O -3.765 -0.332 -3.419 0.047
H 1.335 -0.841 5.768 0.000
H 0.661 -3.961 4.255 0.000
H 8.533 5.740 1.000 0.000
H 5.422 5.035 -0.431 0.000
C 4.050 -1.604 0.438 0.000
H -1.586 -9.352 -5.354 0.000
C -4.076 -1.043 -4.623 0.006
H -0.797 7.313 4.304 0.000
H 5.073 2.646 0.735 0.000
C -1.349 -3.473 4.391 0.000
C -2.816 2.821 -1.894 0.007
O -0.610 1.730 -2.188 0.044
H 8.212 6.239 -0.699 0.000
H 4.182 -0.603 -4.385 0.000
H 1.139 2.795 -2.821 0.001
C 0.229 -1.797 -4.060 0.017
H -3.053 8.936 1.887 0.000
H -3.995 -3.269 6.367 0.000
H -2.692 -10.548 -7.158 0.000
H -2.028 -4.989 1.572 0.000
O 1.363 -4.624 -2.534 0.000
C -4.771 0.603 -3.000 0.004
H 6.801 4.337 1.128 0.000
C -3.687 1.307 2.203 0.000
H -1.134 -11.189 -7.663 0.000
C -1.283 10.473 0.870 0.000
C -2.160 8.437 1.512 0.000
H 1.764 -6.290 -4.628 0.000
H -4.013 4.889 0.474 0.000
H 3.227 -0.691 -5.838 0.000
C 0.716 4.443 5.007 0.000
F 1.536 0.025 0.251 0.001
Mn -1.964 0.009 -2.290 4.705
C 6.026 -3.263 0.337 0.000
C 0.131 -3.083 4.624 0.000
H -1.748 -4.453 6.142 0.000
H -3.218 -2.543 1.941 0.000
C -0.797 -9.079 -6.055 0.000
H -3.121 2.895 -2.938 0.001
C -0.445 -7.632 -5.760 0.000
H -3.527 -5.649 5.600 0.000
H -2.375 4.472 0.591 0.000
H 6.578 -3.887 1.040 0.000
N -1.825 -4.661 5.157 0.000
C 0.967 -3.932 -1.386 0.000
F 0.750 -0.134 2.455 0.000
N -0.501 -1.243 -3.363 0.025
F 0.453 -1.842 0.820 0.001
O 0.395 -2.793 6.004 0.000
C 1.218 -2.459 -4.925 0.002
C 2.594 3.735 0.979 0.000
H -2.144 11.036 1.229 0.000
C 0.328 5.726 5.424 0.000
C -1.292 2.967 -1.889 0.003
H 7.662 7.792 2.257 0.000
H 3.889 1.864 -0.410 0.000
H 1.308 3.797 5.639 0.000
H 6.416 8.651 1.466 0.000
C 4.446 2.764 -0.149 0.000
N 4.699 -0.613 -1.858 0.000
H -2.552 3.558 2.857 0.000
H -4.501 1.328 2.927 0.000
H -4.836 1.492 -3.627 0.000
C 2.727 -2.271 -4.521 0.001
N 0.036 -7.562 -4.409 0.000
N -2.870 -1.748 -1.100 0.027
C 0.190 4.287 3.738 0.000
C 0.961 -5.970 -2.614 0.000
H 7.843 3.780 -0.240 0.000
C 7.128 4.527 0.106 0.000
H 0.366 -5.391 -4.619 0.000
H -0.006 -6.091 -2.127 0.000
H -1.433 8.314 2.315 0.000
H -3.919 6.527 1.977 0.000
```

As for the highest occupied orbital energy (spin up / spin down): -9.540 / -9.540 eV. Its charge is +1. As for the spin multiplicity: 6. For the energy above the lowest of the compared OMol25 structures with the same formula, charge and spin, the calculation gives 0.0 kcal per mole. The strongest force on any atom comes out at 3.3 eV/A.


Q: Which of these has the lowest charge?
A: C4H11NOS


Repeat the second record exactly.
# C5H11N2

The ion C5H11N2 with charge +1 at a distorted geometry (ωB97M-V with the def2-TZVPD basis set, OMol25).

```
18
Properties=species:S:1:pos:R:3:lowdin_charge:R:1
H -1.259 -2.956 -0.635 0.085
H -2.369 -2.402 -1.965 0.079
H 1.061 2.147 2.321 0.135
H 0.624 2.556 0.567 0.133
C 0.661 1.820 1.368 -0.114
C 1.323 0.585 0.770 -0.203
C 0.397 -1.057 -0.877 -0.156
H 0.428 0.967 -1.230 0.125
N -0.791 1.427 1.658 0.192
H 1.276 -0.240 1.491 0.124
H -1.122 0.729 0.984 0.155
H -1.425 2.228 1.706 0.174
C 0.689 0.187 -0.515 -0.126
C -1.437 -2.228 -1.439 -0.033
H -0.832 1.060 2.612 0.172
H 0.758 -1.930 -0.327 0.124
N -0.612 -1.358 -1.829 0.000
H 2.406 0.757 0.757 0.134
```

As for the highest occupied orbital energy: -13.031 eV. Its charge is +1. As for the spin multiplicity: 1. For the energy above the lowest of the compared OMol25 structures with the same formula, charge and spin, the calculation gives 42.6 kcal per mole. The strongest force on any atom comes out at 1.7 eV/A.